Density functional theory data (the ωB97M-V functional and the def2-TZVPD basis) for a 9-piece molecular cluster, H18O9 overall in a non-equilibrium geometry.

```
! wB97M-V def2-TZVPD RIJCOSX def2/J DEFGRID3
* xyz 0 1
O -0.15 -0.32 -0.65
H -0.65 0.38 -0.22
H -0.57 -1.12 -0.28
O 3.45 -2.31 0.13
H 4.40 -2.25 0.13
H 3.23 -1.46 -0.07
O -3.69 3.66 0.29
H -2.97 3.52 -0.29
H -3.81 2.73 0.57
O -4.02 0.42 0.92
H -4.79 -0.10 1.02
H -3.80 0.87 1.80
O -0.17 3.47 4.08
H 0.61 3.65 4.60
H 0.15 2.93 3.30
O 1.67 2.01 -2.68
H 2.00 2.79 -2.39
H 2.47 1.46 -2.65
O 1.62 -2.89 0.13
H 1.97 -2.38 -0.61
H 1.17 -2.21 0.61
O 3.38 -0.68 -3.42
H 3.05 -1.64 -3.64
H 3.50 -0.40 -4.34
O -2.91 -3.57 1.53
H -3.11 -3.36 0.65
H -2.03 -3.18 1.48
*
```

Calculated values
SMILES: O.O.O.O.O.O.O.O.O
gap between HOMO and LUMO: 9.54 eV
E_HOMO: -9.6 eV